Record 1
Below is a 3-piece molecular cluster, C25H47Br2N4O3S2 overall, with properties calculated with ωB97M-V/def2-TZVPD.

```
83
Properties=species:S:1:pos:R:3
C -6.53 5.06 2.02
C -5.26 4.64 1.19
Br -5.29 5.40 -0.63
C -3.89 4.94 1.95
Br -2.71 3.40 1.54
S -3.03 6.43 1.28
C -2.00 7.26 2.56
C -1.19 6.29 3.49
S -2.10 5.89 5.06
C -2.01 4.09 5.13
N -2.73 3.28 5.92
N -2.37 2.01 5.64
C -1.44 2.04 4.68
O -1.18 3.34 4.36
H -6.33 5.27 3.10
H -7.24 4.20 2.00
H -7.08 5.91 1.56
H -5.31 3.54 1.05
H -4.09 4.97 3.05
H -4.03 7.34 1.00
H -2.60 8.00 3.15
H -1.25 7.87 2.00
H -0.78 5.39 2.99
H -0.29 6.88 3.83
H -0.97 1.15 4.23
C -0.96 -4.79 0.35
C 0.14 -4.51 1.40
C -0.46 -4.62 2.82
C -1.34 -3.43 3.19
C -0.60 -2.11 2.98
C -0.01 -1.97 1.56
N 0.76 -3.18 1.14
O 1.92 -3.14 1.77
C -1.15 -1.69 0.55
C 0.84 -0.69 1.51
C 1.14 -5.66 1.21
H -0.67 -4.43 -0.63
H -1.14 -5.86 0.25
H -1.93 -4.37 0.61
H 0.35 -4.69 3.55
H -1.04 -5.54 2.91
H -2.27 -3.44 2.62
H -1.63 -3.51 4.24
H -1.28 -1.28 3.18
H 0.20 -2.04 3.72
H -0.77 -1.70 -0.47
H -1.59 -0.71 0.73
H -1.98 -2.39 0.62
H 1.63 -0.68 2.26
H 0.21 0.19 1.72
H 1.29 -0.55 0.53
H 1.59 -5.63 0.21
H 0.63 -6.63 1.31
H 1.94 -5.66 1.95
C 2.30 0.06 -2.45
C 2.52 -1.38 -2.98
C 4.00 -1.76 -2.81
C 4.92 -1.08 -3.82
C 4.43 -1.30 -5.24
C 2.95 -0.91 -5.44
N 2.06 -1.48 -4.39
O 1.89 -2.76 -4.67
C 2.82 0.63 -5.46
C 2.52 -1.33 -6.86
C 1.68 -2.26 -2.03
H 1.36 0.47 -2.83
H 2.23 0.07 -1.36
H 3.11 0.74 -2.69
H 4.12 -2.84 -2.91
H 4.34 -1.52 -1.79
H 5.00 -0.01 -3.60
H 5.93 -1.48 -3.71
H 5.06 -0.74 -5.94
H 4.57 -2.36 -5.49
H 1.77 0.93 -5.49
H 3.31 1.04 -6.35
H 3.30 1.12 -4.62
H 2.66 -2.39 -7.04
H 3.12 -0.80 -7.61
H 1.48 -1.08 -7.04
H 0.62 -2.02 -2.12
H 1.98 -2.09 -0.99
H 1.82 -3.32 -2.21
```

Properties
**Multiplicity**: 3
**Net charge**: +1
**HOMO-LUMO gap (alpha / beta)**: 6.129 / 6.831 eV
**F_max**: 3.42 eV/A
**HOMO energy (alpha / beta)**: -0.3670 / -0.3928 Eh
**LUMO energy (alpha / beta)**: -3.86 / -3.86 eV

Here are the Mulliken charges for atoms 1 to 8, given in e: atom 1 (C): -1.0530, atom 2 (C): -0.1650, atom 3 (Br): -0.0645, atom 4 (C): -0.3396, atom 5 (Br): -0.0151, atom 6 (S): 0.0886, atom 7 (C): -0.4487, atom 8 (C): -0.8227



Record 2
Below is C25H47BrCl14N7O5P2S as an isolated structure, with properties calculated with ωB97M-V/def2-TZVPD.

```
102
Properties=species:S:1:pos:R:3
C 1.27 -5.23 0.04
C 0.37 -4.33 1.00
P 0.92 -2.51 1.02
C 1.62 -2.28 2.76
N -0.50 -1.43 0.76
C -0.54 -0.80 -0.39
N 0.43 -0.90 -1.43
S 1.76 0.18 -1.37
C -0.31 -1.04 -2.73
C -0.19 -2.57 -3.08
C -0.69 -2.96 -4.55
N -1.86 -3.84 -4.39
N -1.01 -1.80 -5.37
N 0.35 -3.77 -5.28
C -1.72 -0.43 -2.27
Br -2.12 0.90 -3.70
P -3.27 -1.50 -2.31
O -4.33 -0.72 -1.60
O -3.09 -2.99 -1.62
O -3.82 -1.65 -3.88
N -1.58 0.07 -0.88
C -1.33 1.52 -0.82
O -0.96 1.95 0.49
C -0.75 3.34 0.53
C -1.78 4.13 1.20
C -1.56 5.59 1.19
C -0.38 6.14 0.54
C 0.66 5.33 -0.09
C 0.45 3.88 -0.08
N -1.59 -1.20 1.61
C -2.16 -2.43 2.19
C -1.40 -0.12 2.55
C -0.07 0.61 2.87
O -2.39 0.25 3.14
H 1.87 -4.66 -0.71
H 1.90 -5.88 0.71
H 0.56 -5.94 -0.47
H -0.72 -4.40 0.76
H 0.47 -4.74 2.04
H 2.51 -2.98 2.85
H 2.07 -1.25 2.76
H 0.87 -2.43 3.57
H 2.93 -0.55 -1.31
H 0.13 -0.37 -3.52
H -0.67 -3.22 -2.31
H 0.91 -2.82 -3.07
H -1.62 -4.60 -3.74
H -2.11 -4.21 -5.31
H -0.15 -1.33 -5.64
H -1.60 -2.03 -6.17
H 0.70 -4.47 -4.63
H 1.12 -3.17 -5.59
H -3.54 -2.94 -0.76
H -4.28 -2.52 -3.87
H -2.30 2.02 -1.06
H -0.51 1.87 -1.52
H -2.66 3.67 1.68
H -2.32 6.24 1.67
H -0.24 7.25 0.52
H 1.57 5.73 -0.58
H 1.15 3.12 -0.56
H -2.45 -3.12 1.33
H -3.11 -2.16 2.71
H -1.42 -2.94 2.87
H -0.34 1.64 3.23
H 0.45 0.12 3.75
H 0.67 0.63 2.03
C 4.43 2.60 0.30
Cl 2.91 3.50 0.13
Cl 5.19 2.31 -1.27
H 5.11 3.17 0.92
H 4.21 1.65 0.77
C 4.81 -2.87 -2.23
Cl 5.49 -1.29 -1.81
Cl 3.42 -3.28 -1.20
H 4.49 -2.85 -3.26
H 5.58 -3.63 -2.09
C -2.12 2.83 5.62
Cl -2.85 4.16 6.52
Cl -0.56 3.31 4.92
H -1.95 1.99 6.29
H -2.78 2.53 4.81
C 5.06 6.56 -0.29
Cl 3.45 7.21 -0.66
Cl 5.43 6.71 1.43
H 5.08 5.51 -0.56
H 5.80 7.11 -0.86
C -5.14 7.46 -0.13
Cl -4.41 7.71 1.46
Cl -4.64 5.92 -0.83
H -6.22 7.48 -0.03
H -4.82 8.27 -0.79
C -4.07 -5.80 2.67
Cl -4.48 -4.81 1.26
Cl -3.08 -7.18 2.21
H -3.52 -5.19 3.38
H -4.99 -6.16 3.12
C 5.52 -0.79 2.54
Cl 4.31 0.38 3.10
Cl 4.82 -1.94 1.40
H 6.33 -0.25 2.05
H 5.91 -1.33 3.40
```

Properties
**Net charge**: +1
**HOMO-LUMO gap**: 6.938 eV
**F_max**: 4.02 eV/A
**HOMO energy**: -0.3936 Eh
**LUMO energy**: -3.77 eV

Here are the Mulliken charges for atoms 1 to 8, given in e: atom 1 (C): -0.8259, atom 2 (C): -0.2030, atom 3 (P): 0.5174, atom 4 (C): -0.9141, atom 5 (N): 1.0006, atom 6 (C): -1.9272, atom 7 (N): 0.5692, atom 8 (S): 0.0134



Record 3
Below is a 4-piece molecular cluster, C25H47F7N2O16P4 overall, with properties calculated with ωB97M-V/def2-TZVPD.

```
101
Properties=species:S:1:pos:R:3
C -5.05 -0.46 3.27
C -4.22 0.42 2.33
O -3.62 1.48 3.06
C -3.57 2.71 2.35
C -2.28 3.42 2.74
O -1.75 4.02 1.56
C -0.48 4.58 1.75
C 0.62 3.59 2.11
C 1.15 2.67 1.30
C 0.73 2.47 -0.14
F 1.73 1.76 -0.74
F 0.68 3.64 -0.82
C -0.58 1.61 -0.35
F -0.21 0.40 -0.82
F -1.22 1.38 0.80
C -1.54 2.16 -1.43
F -2.57 1.32 -1.59
F -0.89 2.24 -2.60
F -2.03 3.35 -1.13
C 2.23 1.81 1.89
O 2.37 0.64 1.64
C 3.13 2.51 2.85
P 4.87 2.01 2.76
N 5.63 2.97 1.76
C 2.63 3.44 3.67
C 3.49 4.21 4.64
C 2.77 4.78 5.86
N 2.10 3.72 6.64
C 1.16 3.71 3.51
O 0.43 4.03 4.41
H -4.75 -1.51 3.21
H -4.89 -0.16 4.30
H -6.11 -0.44 3.03
H -4.87 0.77 1.53
H -3.47 -0.23 1.87
H -3.62 2.57 1.27
H -4.42 3.32 2.66
H -2.45 4.17 3.52
H -1.62 2.66 3.17
H -0.54 5.32 2.55
H -0.18 5.12 0.85
H 4.86 0.68 2.31
H 5.37 2.02 4.07
H 6.00 2.39 1.01
H 4.35 3.64 4.99
H 3.91 5.06 4.08
H 2.07 5.58 5.61
H 3.53 5.24 6.49
H 2.58 3.64 7.53
H 1.17 4.02 6.90
C 3.93 -0.08 -0.51
O 5.13 -0.78 -0.93
P 4.95 -2.18 -1.73
O 6.31 -2.75 -1.77
O 4.44 -1.52 -3.11
C 5.41 -0.95 -3.99
O 3.91 -3.40 -1.89
C 4.03 -4.48 -0.95
H 4.24 0.87 -0.08
H 3.28 0.11 -1.36
H 3.40 -0.66 0.23
H 6.40 -1.36 -3.84
H 5.44 0.13 -3.84
H 5.09 -1.15 -5.01
H 4.30 -4.13 0.04
H 4.79 -5.18 -1.31
H 3.07 -4.99 -0.90
C 1.26 2.45 -7.08
O 2.30 1.58 -7.59
P 1.87 0.10 -8.22
O 3.26 -0.43 -8.28
O 1.29 0.73 -9.59
C 2.22 1.32 -10.50
O 1.06 -1.28 -8.54
C 1.32 -2.41 -7.69
H 1.73 3.39 -6.81
H 0.50 2.64 -7.84
H 0.80 2.02 -6.19
H 3.22 0.92 -10.36
H 2.23 2.40 -10.37
H 1.88 1.09 -11.50
H 1.47 -2.11 -6.65
H 2.21 -2.93 -8.04
H 0.46 -3.07 -7.75
C -7.40 -7.39 4.82
O -7.14 -6.03 4.43
P -6.21 -5.76 3.12
O -5.93 -4.32 3.17
O -7.36 -6.21 2.08
C -8.41 -5.28 1.80
O -5.10 -6.43 2.15
C -3.72 -6.20 2.49
H -8.10 -7.36 5.65
H -7.85 -7.95 4.00
H -6.49 -7.89 5.15
H -8.10 -4.25 2.00
H -9.29 -5.51 2.40
H -8.66 -5.38 0.74
H -3.55 -6.19 3.56
H -3.41 -5.24 2.07
H -3.13 -7.00 2.05
```

Properties
**SMILES**: CCOCCOCC1=C(C(F)(F)C(F)(F)C(F)(F)F)C(=O)C([PH2]=N)=C(CCN)C1=O.COP(=O)(OC)OC.COP(=O)(OC)OC.COP(=O)(OC)OC
**HOMO-LUMO gap**: 7.291 eV
**F_max**: 7.27 eV/A
**HOMO energy**: -0.3333 Eh
**LUMO energy**: -1.78 eV

Here are the Mulliken charges for atoms 1 to 8, given in e: atom 1 (C): -1.1182, atom 2 (C): -0.0152, atom 3 (O): -0.3606, atom 4 (C): -0.4423, atom 5 (C): -0.3023, atom 6 (O): -0.2421, atom 7 (C): -1.8655, atom 8 (C): 1.3953